C3H9NO3 | ωB97M-V/def2-TZVPD

```
! RIJCOSX wB97M-V def2-TZVPD def2/J DEFGRID3
* xyz 0 1
N 2.09 -0.81 -0.66
C 1.50 -1.06 0.69
C 0.06 -1.62 0.55
C -0.93 -0.55 0.25
O -1.02 0.49 0.83
O -1.81 -0.89 -0.76
H 1.98 0.18 -0.82
H 2.99 -1.19 -0.68
H 2.09 -1.75 1.29
H 1.40 -0.09 1.19
H -0.14 -2.18 1.46
H 0.17 -2.40 -0.21
H -1.49 -0.73 -1.65
O -2.41 4.57 -0.47
H -2.81 3.87 -0.98
H -1.66 4.17 -0.02
*
```

Properties
HOMO level: -9.75 eV
ΔE to the lowest compared entry with this formula, charge and spin: 34.3 kcal per mole
SMILES: NCCC(=O)O.O
HOMO-LUMO gap: 10.324 eV

***

C9H6O3 | ωB97M-V/def2-TZVPD

```
! RIJCOSX wB97M-V def2-TZVPD def2/J DEFGRID3
* xyz 0 1
O 3.48 2.03 -1.94
C 2.75 1.17 -1.53
C 1.34 1.30 -1.00
C 1.00 -0.12 -0.66
C 2.06 -0.87 -0.96
O 3.12 -0.15 -1.47
H 1.31 1.98 -0.13
H 0.68 1.74 -1.77
H 0.05 -0.48 -0.25
H 2.23 -1.92 -0.87
C -1.63 -2.24 -1.02
C -1.88 -1.55 -0.05
C -2.17 -0.76 1.05
C -2.43 -0.08 2.01
C -2.75 0.73 3.17
O -2.22 1.79 3.41
H -1.40 -2.88 -1.83
H -3.54 0.31 3.83
*
```

Properties
HOMO level: -9.42 eV
ΔE to the lowest compared entry with this formula, charge and spin: 112.3 kcal per mole
SMILES: O=C1CC=CO1.C#CC#CC=O
HOMO-LUMO gap: 8.543 eV

***

C2H6N2 | ωB97M-V/def2-TZVPD

```
! RIJCOSX wB97M-V def2-TZVPD def2/J DEFGRID3
* xyz 0 1
C -1.50 1.85 0.38
N -0.26 1.90 0.58
H -2.06 0.94 0.55
H -2.09 2.70 0.02
H 0.19 2.81 0.46
C 1.18 -2.42 -0.36
N 0.79 -1.28 0.01
H 0.98 -3.28 0.27
H 1.70 -2.68 -1.29
H 1.06 -0.54 -0.63
*
```

Properties
HOMO level: -9.69 eV
ΔE to the lowest compared entry with this formula, charge and spin: 53.9 kcal per mole
SMILES: C=N.C=N
HOMO-LUMO gap: 10.947 eV

***

C36H76ClO11PS | ωB97M-V/def2-TZVPD

```
! RIJCOSX wB97M-V def2-TZVPD def2/J DEFGRID3
* xyz 0 1
C 0.46 3.23 1.93
C 0.75 2.07 1.79
C 1.13 0.65 1.61
C 0.38 0.07 0.41
C 0.99 -1.16 -0.24
O 1.09 -2.22 0.25
Cl 1.55 -0.96 -1.95
C 2.68 0.69 1.54
P 3.49 1.19 -0.08
S 4.87 -0.03 -0.70
O 3.05 -0.60 2.02
C 2.08 -1.12 2.86
O 2.25 -2.18 3.35
C 0.94 -0.06 3.00
C -0.49 -0.49 3.31
C -0.67 -1.89 3.93
C -0.82 -3.02 2.87
C -0.10 -4.30 3.30
O 0.55 -4.85 2.15
O 1.49 0.90 3.89
C 1.49 0.47 5.26
C 2.78 0.90 6.00
C 3.33 2.17 5.34
C 3.87 -0.19 6.02
C 3.38 -1.58 6.45
C 4.91 0.25 7.11
H 0.39 4.28 2.02
H -0.66 -0.17 0.62
H 0.36 0.85 -0.35
H 3.15 1.38 2.23
H 2.45 1.38 -1.01
H 4.00 2.48 0.19
H -1.17 -0.42 2.46
H -0.86 0.23 4.04
H 0.14 -2.20 4.59
H -1.58 -1.86 4.51
H -0.47 -2.69 1.89
H -1.88 -3.23 2.79
H 0.67 -4.10 4.05
H -0.80 -5.01 3.75
H 1.44 -5.12 2.42
H 1.27 -0.59 5.37
H 0.67 1.00 5.76
H 2.48 1.15 7.01
H 2.63 2.99 5.47
H 4.26 2.49 5.80
H 3.56 2.01 4.29
H 4.43 -0.20 5.09
H 2.98 -1.57 7.46
H 2.61 -2.00 5.80
H 4.24 -2.25 6.41
H 5.93 -0.05 6.86
H 4.82 1.30 7.38
H 4.66 -0.31 8.01
C -5.00 -0.34 0.72
C -4.61 -0.06 2.16
C -5.73 0.65 2.91
O -3.42 0.73 2.19
H -5.19 0.59 0.19
H -4.19 -0.85 0.20
H -5.90 -0.97 0.66
H -4.38 -1.00 2.67
H -5.94 1.62 2.44
H -5.43 0.86 3.94
H -6.64 0.06 2.93
H -3.62 1.57 1.74
C -3.23 0.29 -3.14
C -3.24 1.66 -2.48
C -1.84 2.27 -2.45
O -3.74 1.55 -1.14
H -2.60 -0.40 -2.58
H -4.24 -0.13 -3.15
H -2.87 0.35 -4.16
H -3.90 2.33 -3.02
H -1.16 1.63 -1.87
H -1.86 3.24 -1.97
H -1.44 2.38 -3.46
H -3.16 0.97 -0.65
C -4.40 -3.77 6.64
C -3.15 -4.22 5.91
C -2.74 -5.62 6.33
O -2.08 -3.31 6.16
H -4.22 -3.74 7.72
H -4.68 -2.76 6.34
H -5.24 -4.44 6.45
H -3.33 -4.20 4.83
H -2.51 -5.65 7.40
H -1.84 -5.93 5.80
H -3.53 -6.35 6.13
H -1.91 -3.31 7.10
C 2.45 -0.54 -6.62
C 2.50 0.82 -5.95
C 3.88 1.44 -6.05
O 2.13 0.70 -4.58
H 3.15 -1.23 -6.14
H 1.46 -0.98 -6.53
H 2.71 -0.46 -7.68
H 1.76 1.49 -6.41
H 4.62 0.82 -5.56
H 3.90 2.42 -5.56
H 4.18 1.57 -7.10
H 2.77 0.12 -4.15
C -4.30 5.94 -3.32
C -3.46 5.33 -4.44
C -3.71 6.04 -5.76
O -3.77 3.94 -4.57
H -5.36 5.84 -3.53
H -4.11 5.42 -2.38
H -4.06 7.00 -3.18
H -2.41 5.40 -4.18
H -4.76 5.95 -6.05
H -3.12 5.59 -6.55
H -3.47 7.10 -5.69
H -4.70 3.87 -4.79
C 4.08 -2.71 -10.57
C 3.81 -1.23 -10.33
C 3.98 -0.43 -11.61
O 4.70 -0.74 -9.33
H 5.11 -2.86 -10.91
H 3.97 -3.28 -9.65
H 3.41 -3.12 -11.32
H 2.80 -1.11 -9.95
H 5.00 -0.50 -11.98
H 3.79 0.63 -11.42
H 3.30 -0.77 -12.39
H 5.60 -0.84 -9.65
*
```

Properties
HOMO level: -8.59 eV
SMILES: C#C[C@@]1(CC(=O)Cl)[C@H]([PH2]=S)OC(=O)[C@@]1(CCCCO)OC[C@H](C)C(C)C.CC(C)O.CC(C)O.CC(C)O.CC(C)O.CC(C)O.CC(C)O
HOMO-LUMO gap: 9.159 eV

***

C2H4ClLiO4PbS | ωB97M-V/def2-TZVPD

```
! RIJCOSX wB97M-V def2-TZVPD def2/J DEFGRID3
* xyz 2 1
Pb -3.07 0.76 -4.65
Li 0.69 0.87 -4.80
Cl -0.83 0.90 -2.92
C 0.39 -1.05 0.38
C 0.94 0.35 0.40
O 0.21 1.05 1.40
S -0.43 0.03 2.52
O -1.82 0.34 2.63
O 0.43 -0.04 3.67
O -0.16 -1.34 1.63
H 1.17 -1.76 0.07
H -0.37 -1.24 -0.40
H 0.86 0.79 -0.59
H 2.00 0.35 0.67
*
```

Properties
HOMO level: -15.30 eV
HOMO-LUMO gap: 3.259 eV